Record 1
Here is 3 unconnected molecules or ions with the total composition C2H10O2S at a distorted geometry from OMol25. Energies are from the ωB97M-V functional and the def2-TZVPD basis.

Last column: Mulliken charge in e.
Positions of all 15 atoms, in Å:
C: 0.47543 -1.25278 -0.14374  -0.759
S: 1.02605 0.00019 1.00332  -0.031
C: 0.57366 -0.74118 2.57819  -0.862
H: 0.77978 -2.24557 0.29512  0.255
H: 0.88880 -1.35414 -1.09612  0.164
H: -0.75810 -1.16716 -0.02451  0.292
H: 0.86569 -1.70547 2.78498  0.369
H: 0.85680 0.03442 3.33393  0.267
H: -0.45240 -1.01143 2.33288  0.265
O: 0.48355 -0.31384 -3.50723  -0.613
H: 0.72565 -0.50604 -2.59020  0.316
H: 1.11426 -1.06158 -3.75517  0.337
O: -3.16056 2.32028 -0.44040  -0.571
H: -2.42750 2.69198 -0.76712  0.285
H: -2.88825 2.23423 0.40740  0.285

- E_HOMO: -8.65 eV
- Energy relative to the best compared isomer or geometry (same formula, charge and spin): 52.4 kcal per mole
- Molar mass: 98.17 g/mol
- HOMO-LUMO gap: 0.3381 hartree
- Structure (SMILES): CSC.O.O
- LUMO energy: 0.0202 Eh
- Energy: -630.77347 a.u.

Record 2
Here is C2H4O4 in the gas phase at a distorted geometry from OMol25. Energies are from the ωB97M-V functional and the def2-TZVPD basis.

Last column: Mulliken charge in e.
Positions of all 10 atoms, in Å:
C: 1.49870 0.18850 0.04849  0.344
C: -0.77228 0.82819 -0.34876  -0.219
O: 0.38728 0.07228 -0.40430  -0.144
O: 2.45195 -0.68747 -0.18363  -0.442
O: -2.38250 -0.94340 0.18282  -0.424
O: -1.86778 0.19030 -0.73701  -0.323
H: 1.78727 0.92378 0.86127  0.296
H: -0.85892 1.58936 0.40301  0.236
H: 2.22790 -1.37743 -0.87233  0.368
H: -3.32982 -0.56689 0.40357  0.308

- E_HOMO (alpha / beta): -6.96 / -6.95 eV
- Energy relative to the best compared isomer or geometry (same formula, charge and spin): 171.0 kcal per mole
- Molar mass: 92.05 g/mol
- HOMO-LUMO gap (alpha / beta): 0.2645 / 0.2640 hartree
- LUMO energy (alpha / beta): 0.0087 / 0.0085 Eh
- Energy: -379.32588 a.u.

Record 3
Here is 2 unconnected molecules or ions with the total composition C13H17FN2S at a distorted geometry from OMol25. Energies are from the ωB97M-V functional and the def2-TZVPD basis.

Last column: Mulliken charge in e.
Positions of all 34 atoms, in Å:
F: 6.07910 1.67527 0.28450  -0.292
C: 5.14780 0.82282 -0.01114  0.392
C: 5.29483 -0.40774 0.31165  -0.535
C: 4.12489 -1.38757 0.10217  -0.599
C: 2.90962 -1.06811 -0.57854  0.618
C: 2.71705 0.36613 -0.71526  0.250
C: 3.73522 1.19704 -0.39279  -0.606
H: 3.73071 2.38844 -0.94431  0.114
H: 1.79989 0.83904 -1.29845  0.159
C: 1.74351 -1.85437 -0.62939  -1.284
N: 0.58715 -1.31506 0.34159  -0.343
C: -0.55314 -0.67250 -0.08321  0.669
N: -1.19124 -0.60685 0.96584  -0.173
H: -0.90930 -0.70989 2.00989  0.382
C: -2.52304 0.20764 0.92499  -0.005
C: -2.57370 1.58538 0.50935  -0.663
H: -1.49346 1.66597 0.00019  0.111
H: -2.75212 2.33160 1.20889  0.466
C: -3.49283 1.68312 -0.75066  -0.617
H: -4.11721 2.58690 -0.69430  0.388
H: -3.20887 1.27388 -1.73097  0.275
C: -4.66933 0.58109 -0.05034  -1.000
H: -5.18450 0.97481 0.66167  0.455
H: -5.25832 0.16356 -0.82655  0.326
C: -3.60028 -0.41168 0.07483  -0.639
H: -3.06121 -1.08527 -0.53252  0.446
H: -4.07015 -1.49455 0.96648  0.186
H: -2.75901 0.49475 2.07193  0.147
S: -0.87508 -0.39272 -1.43347  -0.629
H: 0.92423 -1.65732 1.36949  0.294
H: 1.28811 -1.56288 -1.66841  0.312
H: 1.97237 -2.87770 -0.61880  0.564
H: 4.19706 -2.35815 0.41415  0.431
H: 6.04122 -0.97511 0.74152  0.402

- E_HOMO: -8.37 eV
- Molar mass: 252.36 g/mol
- HOMO-LUMO gap: 0.3283 hartree
- LUMO energy: 0.0208 Eh
- Energy: -1112.72797 a.u.

Record 4
Here is 12 unconnected molecules or ions with the total composition C53H137N7O17 at a distorted geometry from OMol25. Energies are from the ωB97M-V functional and the def2-TZVPD basis.

Last column: Mulliken charge in e.
Positions of all 214 atoms, in Å:
C: 1.26209 4.34139 0.84971  0.323
O: 2.53714 4.50843 0.23782  -0.463
C: 2.53999 4.34294 -1.19652  -1.389
C: 2.67708 2.92416 -1.65258  3.663
C: 3.97053 2.24328 -1.21092  -1.702
N: 2.69195 2.87502 -3.09798  -0.357
H: 1.33222 4.13117 1.91695  -0.189
H: 0.73068 3.48737 0.42976  -0.274
H: 0.64121 5.23023 0.73762  0.357
H: 1.65323 4.80115 -1.63447  0.424
H: 3.34659 4.98638 -1.54792  0.377
H: 1.87071 2.37915 -1.16183  -2.076
H: 4.10063 1.26029 -1.66358  0.058
H: 4.06079 2.11297 -0.13251  0.332
H: 4.80384 2.87897 -1.51027  0.516
H: 3.52492 3.34834 -3.41773  0.389
H: 2.86264 1.94762 -3.45975  0.073
C: 1.84548 -1.10047 0.84651  0.338
O: 0.74332 -0.96808 -0.03733  -0.225
C: -0.43790 -0.48638 0.53308  -0.146
C: -1.35950 0.13747 -0.62369  2.524
C: -0.92212 1.37191 -1.38298  -0.015
N: -2.69084 0.32559 -0.05609  0.781
H: 1.79880 -0.29943 1.58424  0.230
H: 2.74967 -0.93322 0.26123  -0.369
H: 1.89654 -2.06258 1.35625  -0.320
H: -0.98898 -1.23340 1.10438  0.196
H: -0.38889 0.35421 1.22525  -0.281
H: -1.53169 -0.67098 -1.33421  -0.128
H: 0.09130 1.29655 -1.77720  -0.484
H: -0.86454 2.23680 -0.72212  -0.363
H: -1.53859 1.69216 -2.22292  -1.103
H: -2.50051 0.60515 0.89560  -1.022
H: -3.01838 -0.62918 -0.09117  -0.130
C: 5.64820 -1.01140 -0.49506  -0.515
O: 5.46299 -0.16999 0.64938  -0.048
C: 6.66289 0.35833 1.17339  -0.735
C: 6.36357 1.86371 1.41514  -0.349
N: 7.44672 2.72755 1.94084  -0.267
C: 8.52724 3.03682 0.97391  -0.384
C: 9.36324 4.24614 1.47271  -0.570
O: 10.31751 4.50706 0.42065  -0.295
C: 11.24948 5.55670 0.63277  -0.683
H: 6.06861 -0.52125 -1.37318  0.332
H: 4.64422 -1.32258 -0.78367  -0.139
H: 6.21573 -1.90570 -0.23771  0.407
H: 7.58175 0.26743 0.59413  0.438
H: 6.92769 -0.20403 2.06879  0.233
H: 5.47561 1.87375 2.04722  0.344
H: 6.02258 2.36084 0.50701  0.138
H: 7.15439 3.47182 2.55786  0.287
H: 8.07321 3.25639 0.00759  0.206
H: 9.14278 2.14690 0.84256  0.173
H: 9.93281 4.03397 2.37751  0.375
H: 8.70448 5.10408 1.60714  0.361
H: 12.02814 5.56683 -0.12992  0.222
H: 11.65310 5.43303 1.63770  0.291
H: 10.64992 6.46321 0.71571  0.284
C: 0.42239 2.39410 4.11577  -0.768
O: -0.65201 3.26158 3.78107  -0.203
C: -0.54881 4.55530 4.34979  -0.509
C: -1.75454 5.42811 4.12279  -1.315
N: -3.07071 4.96956 4.62404  -0.161
C: -3.05065 4.79236 6.09712  -0.287
C: -4.46358 4.50539 6.63995  -0.979
O: -4.83803 3.16772 6.16713  -0.102
C: -6.21797 2.83657 6.47281  -0.810
H: 1.32248 2.81862 3.67110  0.575
H: 0.26714 1.40647 3.68150  -0.233
H: 0.48640 2.35146 5.20306  0.411
H: 0.31217 5.04695 3.89695  0.311
H: -0.37632 4.50100 5.42469  0.488
H: -1.87975 5.63219 3.05941  0.270
H: -1.59867 6.40266 4.58544  0.564
H: -3.41279 4.12229 4.19368  0.005
H: -2.73488 5.70769 6.59767  0.495
H: -2.47155 3.94353 6.46075  0.155
H: -5.19692 5.25681 6.34718  0.469
H: -4.46504 4.45307 7.72869  0.414
H: -6.41886 2.70993 7.53663  0.266
H: -6.41274 1.96449 5.84859  0.206
H: -6.77029 3.67567 6.04977  0.367
C: -5.16628 2.26497 -5.53093  -0.309
O: -5.73126 1.33333 -4.55420  -0.534
C: -5.23080 1.47004 -3.25125  0.549
C: -5.78098 0.45749 -2.27252  -1.421
N: -4.81353 -0.59037 -1.90063  1.450
C: -5.44193 -1.61578 -1.04743  -0.948
C: -4.54131 -2.78887 -0.72483  -0.720
O: -3.50069 -2.48021 0.15929  -0.207
C: -2.51505 -3.51193 0.46336  -0.951
H: -4.09063 2.28416 -5.35567  -0.123
H: -5.53952 3.27337 -5.35224  0.289
H: -5.45834 2.05213 -6.55928  0.348
H: -5.47574 2.46424 -2.87751  0.571
H: -4.15240 1.41739 -3.10170  -0.450
H: -6.65157 -0.06039 -2.67499  0.543
H: -6.09987 1.03749 -1.40649  0.409
H: -4.05268 -0.14398 -1.40875  -0.489
H: -6.21918 -1.93334 -1.74250  0.452
H: -5.96755 -1.21674 -0.17990  0.334
H: -4.15492 -3.26536 -1.62581  0.356
H: -5.18840 -3.55476 -0.29732  0.439
H: -2.84921 -4.54593 0.54878  0.638
H: -2.20508 -3.27262 1.48059  0.346
H: -1.67180 -3.50671 -0.22728  -0.004
C: 3.16085 -5.26017 2.07021  -0.337
O: 2.59444 -6.23429 1.23032  -0.453
C: 1.35658 -5.90766 0.59072  0.370
C: 0.18295 -6.38236 1.40340  -0.123
N: 0.32183 -7.80550 1.69389  -0.294
C: -0.44532 -8.66503 0.83430  -0.329
C: -0.18449 -10.17887 1.10522  -0.787
O: 1.16594 -10.47614 0.79314  -0.257
C: 1.69612 -11.64869 1.35701  -0.776
H: 3.20395 -4.28548 1.58419  -0.012
H: 4.16279 -5.57416 2.36284  0.333
H: 2.55773 -5.15691 2.97225  0.195
H: 1.25092 -6.43213 -0.35894  0.104
H: 1.34313 -4.85157 0.32124  -0.217
H: -0.79272 -6.13445 0.98542  0.022
H: 0.23975 -5.82484 2.33829  -0.163
H: 1.30880 -7.92564 1.51625  0.405
H: -0.14573 -8.49898 -0.20049  0.126
H: -1.48648 -8.34346 0.80854  0.483
H: -0.97478 -10.69672 0.56174  0.412
H: -0.42133 -10.31695 2.16019  0.356
H: 1.25119 -12.49386 0.83182  0.295
H: 1.53331 -11.73732 2.43114  0.337
H: 2.76917 -11.60954 1.16958  0.222
C: 0.39428 -5.96189 -3.55840  -0.919
O: 0.47119 -5.19209 -2.34629  -0.067
C: 0.20560 -3.76773 -2.39686  2.122
C: 1.31042 -2.93607 -2.98054  -0.524
N: 1.06084 -1.53384 -2.79663  1.459
C: 2.18201 -0.60226 -3.18739  1.065
C: 2.35073 -0.47848 -4.69658  -1.058
O: 3.33910 0.57741 -4.81679  -0.319
C: 3.61590 0.86472 -6.16274  -1.018
H: 1.07421 -5.60946 -4.33402  0.343
H: -0.60141 -5.98183 -4.00145  0.272
H: 0.66288 -6.97504 -3.25922  0.260
H: 0.04376 -3.53015 -1.34545  -1.576
H: -0.77207 -3.66228 -2.86712  -0.812
H: 1.28399 -3.16300 -4.04633  0.707
H: 2.27779 -3.16369 -2.53279  0.132
H: 0.99677 -1.53789 -1.78867  -0.757
H: 3.10285 -0.57657 -2.60472  0.246
H: 1.72118 0.33415 -2.87297  -1.268
H: 1.38248 -0.20150 -5.11356  0.375
H: 2.63716 -1.43949 -5.12379  0.590
H: 4.04570 -0.05159 -6.56740  0.381
H: 4.36753 1.63818 -6.32054  0.312
H: 2.83520 1.05517 -6.89918  0.347
C: 0.43757 -1.56799 4.37077  -1.184
C: 1.21261 -2.87381 4.44312  0.625
C: 1.84600 -3.16530 5.81403  -1.765
O: 0.30217 -3.90223 4.16041  -0.423
H: -0.39643 -1.47275 5.06610  0.528
H: 0.09403 -1.41996 3.34697  0.195
H: 1.09377 -0.74245 4.64637  0.405
H: 1.93217 -3.04837 3.64321  0.078
H: 2.06252 -4.20970 6.03862  0.422
H: 1.15650 -3.01228 6.64425  0.367
H: 2.77452 -2.60591 5.92818  0.385
H: -0.42155 -3.85557 4.78941  0.296
C: -3.53615 4.25824 -1.90971  -0.975
C: -4.30581 3.91329 -0.60534  1.116
C: -3.25912 3.59039 0.56739  -1.579
O: -5.25460 4.88868 -0.05971  -0.654
H: -4.21999 4.47591 -2.73012  0.415
H: -2.97304 3.38238 -2.23207  0.083
H: -2.87094 5.11198 -1.78039  0.625
H: -4.95180 3.04398 -0.72826  -0.414
H: -2.54334 2.79977 0.34234  -0.144
H: -3.67338 3.31663 1.53772  0.593
H: -2.66594 4.49079 0.72716  0.620
H: -5.02321 5.08388 0.85132  0.358
C: -0.95933 3.04671 -4.67317  0.108
C: -1.34929 4.48375 -5.15239  0.591
C: -0.18993 5.49858 -5.26357  -1.226
O: -2.01752 4.45206 -6.43730  -0.610
H: -1.87701 2.46353 -4.59643  -0.440
H: -0.54847 3.12057 -3.66627  -0.234
H: -0.18828 2.63850 -5.32657  0.689
H: -2.11868 4.92836 -4.52113  -0.024
H: 0.40933 5.54870 -4.35446  0.198
H: -0.53020 6.49421 -5.54828  0.349
H: 0.41711 5.08068 -6.06666  0.329
H: -1.59182 3.80251 -7.00163  0.362
C: -4.28895 0.35051 3.27513  -1.764
C: -3.33393 1.44434 3.76035  1.125
C: -2.78194 1.03161 5.10942  -1.094
O: -2.32633 1.38107 2.80598  0.878
H: -4.57568 0.39686 2.22455  0.281
H: -5.13820 0.25460 3.95166  0.395
H: -3.84909 -0.63593 3.42200  0.361
H: -3.77723 2.43998 3.77797  -0.126
H: -3.58326 0.90346 5.83714  0.380
H: -2.09618 1.83641 5.37426  -0.072
H: -2.23258 0.09166 5.05653  0.119
H: -1.66831 2.05092 3.00575  -0.227
C: -3.06012 -3.97496 -4.98422  -1.044
C: -3.21019 -2.59955 -4.32618  2.257
C: -2.04948 -1.60726 -4.69819  -0.917
O: -4.50607 -2.05076 -4.63088  -0.732
H: -2.99770 -3.79851 -6.05803  0.380
H: -3.89794 -4.62384 -4.72911  0.418
H: -2.15862 -4.47701 -4.63301  -0.147
H: -3.12822 -2.67698 -3.24202  -1.216
H: -1.10083 -2.14405 -4.70157  0.102
H: -2.03075 -0.72749 -4.05495  -0.085
H: -2.17457 -1.18708 -5.69615  0.539
H: -4.72707 -1.42562 -3.93665  0.068

- E_HOMO: -8.21 eV
- Energy relative to the best compared isomer or geometry (same formula, charge and spin): 5.6 kcal per mole
- Molar mass: 1144.71 g/mol
- HOMO-LUMO gap: 0.3148 hartree
- Structure (SMILES): COC[C@H](C)N.COC[C@H](C)N.COCCNCCOC.COCCNCCOC.COCCNCCOC.COCCNCCOC.COCCNCCOC.CC(C)O.CC(C)O.CC(C)O.CC(C)O.CC(C)O
- LUMO energy: 0.0130 Eh
- Energy: -3763.48625 a.u.